(1)
# C7H10BrN3O2

A 2-piece molecular cluster, C7H10BrN3O2 overall at a distorted geometry (ωB97M-V/def2-TZVPD, the OMol25 dataset).

Calculated values
LUMO level (spin up / spin down) = 0.64 / -2.53 eV
Kohn-Sham gap (spin up / spin down) = 7.2610 / 6.1772 eV

The geometry in ORCA input format:
```
! RIJCOSX wB97M-V def2-TZVPD def2/J DEFGRID3
* xyz 0 3
C 2.9708 -0.7050 1.0190
C 2.5209 0.6895 -0.6504
C 3.4638 0.4118 0.3062
C -0.4805 -1.5444 -1.0045
C -1.1264 1.1925 1.3366
C 0.4348 -0.4139 -1.2215
C -0.9536 1.6828 -0.0491
N 1.8295 -1.1126 0.5246
N 1.5446 -0.2866 -0.5058
N 0.1883 2.2593 -0.4599
O 0.2762 2.6809 -1.6248
O 1.1805 2.2597 0.3134
Br 5.0530 1.3359 0.6421
H 3.4257 -1.2067 1.8494
H 2.5167 1.3951 -1.4570
H -0.3828 -1.9205 0.0109
H -1.5073 -1.2635 -1.2238
H -0.2111 -2.3544 -1.6880
H -0.2214 1.3908 1.9082
H -1.3266 0.1177 1.3587
H -1.9710 1.6870 1.8172
H 0.3339 0.2274 -2.0845
H -1.7792 1.7193 -0.7421
*
```

---

(2)
# C7H10Cl12O

A 5-piece molecular cluster, C7H10Cl12O overall at a distorted geometry (ωB97M-V/def2-TZVPD, the OMol25 dataset).

Calculated values
LUMO level = 0.11 eV
SMILES = ClC(Cl)Cl.ClC(Cl)Cl.ClC(Cl)Cl.ClC(Cl)Cl.CC(C)=O
Kohn-Sham gap = 10.2854 eV
Energy relative to the best compared isomer or geometry (same formula, charge and spin) = 10.6 kcal per mole

The geometry in ORCA input format:
```
! RIJCOSX wB97M-V def2-TZVPD def2/J DEFGRID3
* xyz 0 1
Cl -6.7412 -0.9659 2.0184
C -5.4746 -1.6872 1.0678
Cl -6.1981 -2.4979 -0.3378
Cl -4.6032 -2.7942 2.0829
H -4.8576 -0.9037 0.6493
Cl 0.3056 0.5339 2.2868
C 0.2026 -0.7649 3.5383
Cl -0.9637 -0.2051 4.7429
Cl 1.7430 -1.1927 4.2765
H -0.1735 -1.6165 3.0049
Cl 5.4754 3.1602 -1.3996
C 4.3625 1.7420 -1.1695
Cl 4.7024 0.8688 0.3239
Cl 4.4241 0.5472 -2.4787
H 3.3227 2.1278 -0.9978
Cl 0.6883 -3.8184 1.5181
C 1.6911 -2.9818 0.2929
Cl 0.8644 -2.8513 -1.2994
Cl 3.3571 -3.6226 -0.0433
H 1.7907 -2.0003 0.6612
C -0.1053 3.0365 -2.5973
C 0.1482 1.7896 -1.7569
C -1.0048 0.8730 -1.3201
O 1.2780 1.5542 -1.2726
H 0.8684 3.3810 -3.0697
H -0.5878 3.6362 -1.8375
H -0.6876 2.7087 -3.4768
H -1.2816 1.3024 -0.3510
H -0.6226 -0.1419 -1.1445
H -1.9227 0.7828 -1.9114
*
```

---

(3)
# C7H10Cl2NO

C7H10Cl2NO as an isolated structure at a distorted geometry (ωB97M-V/def2-TZVPD, the OMol25 dataset).

Calculated values
LUMO level = -5.88 eV
Kohn-Sham gap = 7.3955 eV
Energy relative to the best compared isomer or geometry (same formula, charge and spin) = 43.7 kcal per mole

The geometry in ORCA input format:
```
! RIJCOSX wB97M-V def2-TZVPD def2/J DEFGRID3
* xyz 1 1
C 1.4821 1.6678 1.1675
C 0.3191 2.2356 0.6003
C 1.9102 0.4636 0.7771
C -0.5401 1.4090 -0.0299
C 1.1452 -0.2690 -0.2596
C -0.9007 -0.5746 1.1466
C -1.1331 -1.9540 -1.6147
N -0.2830 -0.0081 -0.0080
O -1.2611 -0.6214 -1.3820
Cl -1.9975 1.9162 -0.8084
Cl 1.4863 0.3096 -1.8924
H 2.0159 2.3158 2.0114
H 0.0523 3.2368 0.6854
H 2.8487 -0.0501 1.0493
H 1.3693 -1.3900 -0.2781
H -1.0041 -1.7084 1.0029
H -0.3128 -0.0916 1.9618
H -1.8282 0.0242 1.3547
H -1.7750 -2.1164 -2.6148
H -1.4933 -2.5789 -0.8330
H -0.1003 -2.2161 -2.0358
*
```

---

(4)
# C7H10ClFN2O4

A 2-piece molecular cluster, C7H10ClFN2O4 overall at a distorted geometry (ωB97M-V/def2-TZVPD, the OMol25 dataset).

Calculated values
LUMO level = -0.91 eV
Kohn-Sham gap = 8.3623 eV
Energy relative to the best compared isomer or geometry (same formula, charge and spin) = 20.2 kcal per mole

The geometry in ORCA input format:
```
! RIJCOSX wB97M-V def2-TZVPD def2/J DEFGRID3
* xyz 0 1
C -0.9475 2.2166 -1.1214
C -0.7454 -2.8223 0.3844
C -1.5459 -1.7046 -0.3054
C 1.5639 0.3908 -0.3921
C 2.3452 0.9660 0.7701
C -0.5492 -0.5721 -0.7173
C -1.6475 1.3962 -0.2184
N -0.3940 2.9207 -1.8119
N -1.5099 1.3184 1.1819
O -0.5455 1.8739 1.5962
O -2.2506 0.6541 1.7945
O 0.4470 -0.4091 0.1496
O 3.2569 1.8518 0.1531
F 4.3455 1.1749 -0.4071
Cl -3.2992 1.0210 -0.7237
H -0.2202 -2.4460 1.1728
H -0.2379 -3.3269 -0.4312
H -1.4458 -3.5768 0.8447
H -1.9386 -2.0962 -1.2617
H -2.1977 -1.2132 0.4187
H 2.0932 -0.4238 -1.0538
H 1.2236 1.2660 -1.0155
H 2.8747 0.2928 1.4569
H 1.6391 1.5913 1.2890
H -0.3140 -0.3435 -1.7524
*
```

---

(5)
# C7H10ClFO2

One molecule with the formula C7H10ClFO2 at a distorted geometry (ωB97M-V/def2-TZVPD, the OMol25 dataset).

Calculated values
LUMO level = 0.64 eV
SMILES = CC[C@H]1OC(=O)[C@](F)(Cl)[C@@H]1C
Kohn-Sham gap = 11.1124 eV
Energy relative to the best compared isomer or geometry (same formula, charge and spin) = 0.0 kcal per mole

The geometry in ORCA input format:
```
! RIJCOSX wB97M-V def2-TZVPD def2/J DEFGRID3
* xyz 0 1
C 1.6038 -1.2758 -0.8354
C 0.5938 -1.0557 0.2863
C -0.7826 -0.5247 -0.1963
O -1.6281 -1.7224 -0.1743
C -2.9012 -1.3884 0.2239
O -3.8216 -2.1807 0.3243
C -2.9547 0.1119 0.3923
F -3.7752 0.6001 1.3146
Cl -3.6386 0.6214 -1.1856
C -1.4298 0.5108 0.6527
C -1.0128 1.9750 0.3253
H 1.2804 -2.1379 -1.4001
H 2.6275 -1.3569 -0.4926
H 1.6942 -0.4714 -1.6020
H 1.1020 -0.2296 0.9257
H 0.5407 -2.1359 0.7281
H -0.6632 -0.1647 -1.2305
H -1.3574 0.3519 1.7808
H 0.0670 1.7440 0.0108
H -1.1020 2.5252 1.2376
H -1.6360 2.3916 -0.4840
*
```

---

(6)
# C7H10ClLuNO4

C7H10ClLuNO4 as an isolated structure at a distorted geometry (ωB97M-V/def2-TZVPD, the OMol25 dataset).

Calculated values
LUMO level (spin up / spin down) = 3.41 / 3.52 eV
Kohn-Sham gap (spin up / spin down) = 7.0561 / 4.5226 eV

The geometry in ORCA input format:
```
! RIJCOSX wB97M-V def2-TZVPD def2/J DEFGRID3
* xyz -1 1
C -0.9816 1.2597 -1.7632
C 0.4142 0.9699 -1.9374
C 1.1521 1.8710 -1.1010
C 0.2190 2.7192 -0.4241
C -1.1082 2.3148 -0.8035
Lu -0.2409 0.4372 0.4008
N -0.9567 -1.6653 0.0752
C -0.5644 -3.0301 -0.2547
C 0.8637 -2.6680 -0.3987
H 2.2332 2.0144 -1.1185
H 0.8393 0.3156 -2.6967
H 0.4604 3.6158 0.1490
H -2.0260 2.8192 -0.5197
H -1.7974 0.8328 -2.3404
H 1.1920 -2.2097 -1.3203
H -1.0616 -3.2464 -1.2274
H -1.9821 -1.6506 0.0786
H 1.4876 -2.5774 0.4997
H -0.7084 -3.8220 0.4981
O -0.9050 -0.0259 3.2755
Cl 0.5032 0.3200 3.4954
O 0.6646 1.3969 4.4208
O 1.2863 -0.8382 3.8082
O 1.0174 0.8468 2.0936
*
```

---

(7)
# C7H10CuF5N4OS2Te

C7H10CuF5N4OS2Te as an isolated structure at a distorted geometry (ωB97M-V/def2-TZVPD, the OMol25 dataset).

Calculated values
LUMO level = 3.86 eV
Kohn-Sham gap = 6.4869 eV
Energy relative to the best compared isomer or geometry (same formula, charge and spin) = 22.2 kcal per mole

The geometry in ORCA input format:
```
! RIJCOSX wB97M-V def2-TZVPD def2/J DEFGRID3
* xyz -2 1
Cu 2.1630 0.8442 -1.4025
S 1.9950 2.7878 -0.2370
C 0.4530 3.2517 -0.7842
C 0.4266 3.6971 -2.1896
N 0.5532 4.0447 -3.2767
C -0.6584 3.1887 0.0578
S -0.4228 2.5390 1.6414
C -2.0135 3.4700 -0.4195
N -3.1183 3.7535 -0.6202
N 0.1267 0.0758 -1.1754
C -0.1138 -0.6387 0.0917
C 1.1581 -1.0464 0.6214
C 1.7438 -2.1267 -0.2858
N 3.1895 -2.4097 -0.1861
H -0.6750 0.6078 -1.4078
H 0.1430 -0.6350 -1.8799
H -0.8701 -1.4038 -0.0203
H -0.6585 -0.0198 0.7943
H 0.9016 -1.3313 1.6464
H 1.8016 -0.1782 0.7633
H 1.5906 -1.7830 -1.3977
H 1.2116 -3.1057 -0.1167
H 3.3194 -2.4909 0.8684
H 3.6236 -1.5851 -0.5559
F 3.0662 -0.5391 -2.2830
Te -3.5372 -2.3229 2.2250
F -3.3073 -0.7510 1.0552
F -2.8059 -3.1296 0.6235
F -0.8667 3.8829 2.4947
F -3.2399 -3.9064 3.4568
O -5.1792 -2.7399 1.8985
*
```

---

(8)
# C7H10F5N2Tc

C7H10F5N2Tc as an isolated structure at a distorted geometry (ωB97M-V/def2-TZVPD, the OMol25 dataset).

Calculated values
LUMO level (spin up / spin down) = -4.44 / -4.90 eV
Kohn-Sham gap (spin up / spin down) = 8.1104 / 7.6178 eV

The geometry in ORCA input format:
```
! RIJCOSX wB97M-V def2-TZVPD def2/J DEFGRID3
* xyz 1 4
C 1.3493 1.5175 0.0760
Tc -0.1884 0.1147 -0.2109
N -1.4947 -1.6187 -0.0374
N -0.0437 0.2294 -2.3485
H -2.4616 -1.3919 0.2294
H 1.2661 -0.4926 0.1881
H 1.8593 1.4731 1.0577
H 0.8554 2.5093 0.0333
H 2.1463 1.5265 -0.6880
H -0.9174 0.4420 -2.8408
H 0.3170 -0.6318 -2.7682
H 0.6084 0.9573 -2.6496
H -1.5777 -2.1714 -0.8931
H -1.1865 -2.2830 0.6795
F -0.0215 -1.0003 2.9971
C -0.7985 0.1184 2.9150
C -1.0240 0.7043 1.6733
C -1.8648 1.8142 1.6300
F -2.1541 2.3758 0.4074
C -2.4577 2.3498 2.7774
F -3.2517 3.4392 2.6889
C -2.2267 1.7438 4.0095
F -2.8134 2.2348 5.1165
C -1.3911 0.6318 4.0784
F -1.1672 0.0592 5.2793
*
```

---

(9)
# C7H10F5NOTeV

C7H10F5NOTeV as an isolated structure at a distorted geometry (ωB97M-V/def2-TZVPD, the OMol25 dataset).

Calculated values
LUMO level (spin up / spin down) = 2.37 / 2.48 eV
Kohn-Sham gap (spin up / spin down) = 4.6159 / 7.2442 eV
Energy relative to the best compared isomer or geometry (same formula, charge and spin) = 0.0 kcal per mole

The geometry in ORCA input format:
```
! RIJCOSX wB97M-V def2-TZVPD def2/J DEFGRID3
* xyz -1 3
C -0.5420 0.6537 -2.0457
C 0.8446 0.7183 -1.6911
C 0.9731 1.4402 -0.4783
C -0.3105 1.8720 -0.0696
C -1.2593 1.4280 -1.0514
V -0.6995 -0.5069 -0.1480
N -2.3466 -0.2148 0.2580
C 0.7165 -2.1897 -0.6767
C 1.9052 -1.5923 -0.9797
H 1.9137 1.7131 -0.0045
H 1.6671 0.4072 -2.3305
H -0.5304 2.5668 0.7339
H -2.2815 1.7630 -1.1329
H -0.9679 0.2030 -2.9370
H 2.3624 -1.6057 -1.9810
H 0.5276 -2.9170 0.1348
H -3.3060 -0.0279 0.5683
H 2.5327 -1.2247 -0.1581
H -0.1054 -2.2319 -1.4423
F -0.8249 -1.4929 3.6642
Te 0.0978 0.1194 3.1822
F -1.5274 0.9744 2.6547
F 1.0077 1.7406 2.7141
F -0.2397 0.7765 4.9438
F 1.8002 -0.6187 3.6266
O 0.3096 -0.5556 1.4587
*
```

---

(10)
# C7H10FN3O4

One molecule with the formula C7H10FN3O4 at a distorted geometry (ωB97M-V/def2-TZVPD, the OMol25 dataset).

Calculated values
LUMO level (spin up / spin down) = -2.01 / -1.56 eV
Kohn-Sham gap (spin up / spin down) = 7.4920 / 6.9536 eV
Energy relative to the best compared isomer or geometry (same formula, charge and spin) = 75.1 kcal per mole

The geometry in ORCA input format:
```
! RIJCOSX wB97M-V def2-TZVPD def2/J DEFGRID3
* xyz 0 1
C -0.8982 0.0541 2.3263
C 0.2756 -0.9510 2.4503
C -0.5641 1.7228 3.9581
C -1.3975 0.4535 -1.1342
C 0.4828 -1.6817 1.0016
C 1.2123 0.2781 -1.1117
C -0.0724 0.0879 -0.3795
N -1.2334 0.8709 3.2676
N 0.8987 -1.2258 3.4055
N 0.5335 2.3577 3.4144
O 0.8576 3.3516 3.9970
O 1.0025 1.8499 2.3997
O 1.5879 1.6434 -1.4272
O -0.3184 -1.2506 -0.0380
F -1.1133 2.2207 5.0425
H -1.5784 -0.2515 1.5234
H -1.2538 1.5700 -1.3417
H -1.4588 -0.0392 -2.0554
H -2.2167 0.3314 -0.4772
H 0.2287 -2.7781 1.1337
H 1.5176 -1.4696 0.7408
H 2.1580 -0.0194 -0.5141
H 1.0438 -0.2009 -2.1032
H -0.0897 0.5636 0.5712
H 1.8790 2.1265 -0.5565
*
```

---

(11)
# C7H10GaMn

C7H10GaMn as an isolated structure at a distorted geometry (ωB97M-V/def2-TZVPD, the OMol25 dataset).

Calculated values
LUMO level (spin up / spin down) = -7.54 / -7.35 eV
Kohn-Sham gap (spin up / spin down) = 3.9914 / 4.0864 eV

The geometry in ORCA input format:
```
! RIJCOSX wB97M-V def2-TZVPD def2/J DEFGRID3
* xyz 1 6
Ga 0.1799 -2.4079 1.2862
C -1.1771 -1.4095 -0.1112
C -0.5541 -0.1701 -0.1501
C -0.7420 0.7908 0.8939
C -0.0679 1.9734 0.8707
C 0.8410 2.2550 -0.1708
C 1.0307 1.3809 -1.2015
C 0.3383 0.1443 -1.2178
H 1.3683 -2.8979 0.3616
H 0.6562 -1.2338 2.2637
H -0.6848 -3.4714 2.0688
H -1.1049 -1.9920 -1.0192
H -2.1513 -1.4321 0.3604
H -1.4159 0.5578 1.6995
H -0.1857 2.6865 1.6653
H 1.4035 3.1724 -0.1465
H 1.7486 1.6416 -1.9877
H 0.5591 -0.5942 -1.9820
Mn -0.0418 1.0061 -3.4835
*
```

---

(12)
# C7H10GeNO4Pt

C7H10GeNO4Pt as an isolated structure (ωB97M-V/def2-TZVPD, the OMol25 dataset).

Calculated values
LUMO level (spin up / spin down) = 3.00 / 1.88 eV
Kohn-Sham gap (spin up / spin down) = 7.1853 / 8.0418 eV
Energy relative to the best compared isomer or geometry (same formula, charge and spin) = 0.0 kcal per mole

The geometry in ORCA input format:
```
! RIJCOSX wB97M-V def2-TZVPD def2/J DEFGRID3
* xyz -1 5
Pt 0.3612 1.7308 -1.0230
O -3.4096 2.0149 0.4773
C -3.2640 1.4802 -0.5420
O -3.1664 0.9054 -1.5427
C -1.5701 3.8622 -1.4293
O -2.2332 4.8201 -1.7140
O -0.3021 3.7240 -1.2827
C 2.5405 -1.0399 0.7264
Ge 0.5842 -1.0220 0.7669
C -0.0753 -2.0971 -0.7285
C -0.0365 -1.8098 2.4612
C -0.0875 0.7945 0.6558
H 2.9169 -2.0620 0.7992
H 2.9484 -0.4532 1.5499
H 2.8818 -0.6067 -0.2145
H 0.2658 -3.1303 -0.6363
H 0.3025 -1.6832 -1.6638
H -1.1650 -2.0849 -0.7596
H 0.3299 -2.8338 2.5586
H -1.1262 -1.8274 2.5003
H 0.3295 -1.2291 3.3087
H -0.7272 1.2069 1.4347
N 2.1974 0.3826 -3.2163
C 1.5051 0.9579 -2.4864
*
```